ORCA calculation (wB97M-V/def2-TZVPD) on 2 unconnected molecules or ions with the total composition C7H9NO at a distorted geometry.

Each line ends with the natural charge from an NBO analysis.
CARTESIAN COORDINATES (ANGSTROEM)
C1 -2.49 -2.21 -0.37  0.26
C2 2.04 2.11 -1.52  -0.60
C3 2.19 0.74 -0.71  -0.56
C4 1.89 0.75 0.54  0.71
C5 -0.48 -1.05 0.54  -0.64
C6 -2.75 -0.57 1.45  -0.32
C7 -1.99 -1.20 0.54  -0.14
N1 -2.78 -2.98 -1.17  -0.31
O1 1.64 0.67 1.68  -0.47
H1 2.93 2.08 -2.19  0.22
H2 1.12 2.21 -2.09  0.22
H3 2.65 -0.14 -1.22  0.28
H4 0.19 -1.95 0.26  0.23
H5 -0.16 -0.93 1.52  0.23
H6 -0.16 -0.20 -0.14  0.24
H7 -2.18 0.12 2.18  0.21
H8 -3.89 -0.55 1.66  0.23
H9 2.22 3.08 -0.97  0.22

Computed properties:
Energy relative to the best compared isomer or geometry (same formula, charge and spin) = 77.8 kcal/mol
Gap between HOMO and LUMO = 9.74 eV
Net charge = 0


ORCA calculation (wB97M-V/def2-TZVPD) on a molecular structure, C21H14BrLiN6O7S.

Each line ends with the natural charge from an NBO analysis.
CARTESIAN COORDINATES (ANGSTROEM)
Li1 2.51 0.33 -1.22  0.86
O1 -1.20 -5.30 -1.56  -0.66
C1 -0.55 -4.40 -0.78  0.78
O2 -0.35 -4.63 0.38  -0.53
C2 -0.09 -3.16 -1.46  -0.25
C3 -0.80 -2.37 -2.34  -0.02
N1 -0.03 -1.28 -2.59  -0.31
N2 1.10 -1.31 -1.91  -0.20
C4 1.10 -2.45 -1.24  0.01
C5 2.35 -2.77 -0.51  0.77
O3 2.73 -3.82 -0.09  -0.50
O4 3.08 -1.59 -0.45  -0.51
H1 -1.11 -5.03 -2.49  0.48
H2 -1.77 -2.48 -2.78  0.23
H3 -0.19 -0.49 -3.20  0.47
Br1 3.56 3.15 1.21  0.05
C6 2.75 3.51 -0.48  0.17
C7 2.51 4.83 -0.83  -0.28
C8 1.86 5.04 -2.04  -0.14
C9 1.48 3.96 -2.81  -0.23
C10 1.81 2.69 -2.37  0.12
N3 2.44 2.47 -1.21  -0.51
C11 1.47 1.42 -3.16  0.73
O5 0.39 1.37 -3.74  -0.73
O6 2.35 0.53 -3.04  -0.78
H4 2.82 5.64 -0.19  0.24
H5 1.65 6.05 -2.36  0.22
H6 0.93 4.07 -3.74  0.24
O7 5.03 -0.79 0.01  -0.18
N4 4.51 -1.81 0.01  0.46
S1 -1.97 1.14 3.86  0.27
C12 -0.77 0.88 2.57  -0.15
C13 -0.95 1.42 1.31  -0.19
C14 -0.02 1.14 0.32  0.02
N5 1.05 0.37 0.52  -0.47
C15 1.23 -0.13 1.74  0.06
C16 0.35 0.09 2.79  -0.26
C17 -3.21 0.01 3.27  -0.14
C18 -3.03 -1.36 3.34  -0.26
C19 -4.02 -2.19 2.83  0.04
N6 -5.15 -1.75 2.29  -0.40
C20 -5.32 -0.43 2.25  0.04
C21 -4.39 0.49 2.71  -0.26
H7 -1.80 2.04 1.09  0.22
H8 -0.14 1.54 -0.68  0.21
H9 2.10 -0.75 1.89  0.20
H10 0.53 -0.35 3.76  0.24
H11 -2.13 -1.78 3.77  0.23
H12 -3.89 -3.26 2.86  0.20
H13 -6.25 -0.08 1.82  0.20
H14 -4.58 1.55 2.65  0.23

Computed properties:
Energy relative to the best compared isomer or geometry (same formula, charge and spin) = 30.7 kcal/mol
Gap between HOMO and LUMO = 8.29 eV
Net charge = 0


ORCA calculation (wB97M-V/def2-TZVPD) on a molecular structure, C16H28F6N4O4S5Ta.

Each line ends with the natural charge from an NBO analysis.
CARTESIAN COORDINATES (ANGSTROEM)
Ta1 0.04 -0.28 -0.15  1.83
C1 -0.19 2.60 2.02  -0.54
C2 1.12 3.00 1.37  -0.55
S1 1.34 2.08 -0.17  0.42
C3 3.09 1.62 -0.14  -0.53
C4 3.47 0.77 1.06  -0.55
S2 2.40 -0.70 1.21  0.42
C5 1.94 -0.67 2.96  -0.54
C6 1.00 0.45 3.38  -0.53
S3 -0.37 0.81 2.22  0.44
H1 -0.30 3.05 3.01  0.29
H2 -1.04 2.91 1.42  0.25
H3 1.11 4.06 1.12  0.29
H4 1.97 2.83 2.02  0.24
H5 3.27 1.10 -1.08  0.28
H6 3.67 2.54 -0.16  0.29
H7 4.49 0.40 0.93  0.29
H8 3.44 1.32 2.00  0.24
H9 1.52 -1.65 3.16  0.27
H10 2.86 -0.61 3.54  0.29
H11 0.54 0.21 4.34  0.29
H12 1.54 1.39 3.51  0.24
F1 1.25 -4.88 -2.33  -0.24
C7 0.07 -4.32 -2.26  0.86
F2 -0.61 -4.46 -3.37  -0.25
F3 -0.61 -4.73 -1.21  -0.27
S4 0.34 -2.48 -2.00  2.16
O1 1.15 -2.22 -0.78  -0.91
O2 -0.94 -1.79 -1.71  -0.93
N1 1.04 -2.01 -3.29  -1.11
S5 1.61 -0.53 -3.21  2.20
O3 0.96 0.16 -2.01  -1.01
O4 3.02 -0.38 -3.23  -0.80
C8 0.83 0.34 -4.66  0.81
F4 -0.48 0.15 -4.58  -0.29
F5 1.11 1.62 -4.53  -0.27
F6 1.32 -0.17 -5.75  -0.24
C9 -5.66 -0.52 0.04  -0.44
C10 -4.59 -1.48 0.53  -0.22
N2 -3.29 -1.01 0.03  -0.55
C11 -3.00 0.27 -0.15  0.69
N3 -1.72 0.63 -0.58  -0.82
C12 -1.69 1.70 -1.66  -0.21
C13 -2.97 2.52 -1.70  -0.43
C14 -3.56 2.59 -0.30  -0.21
N4 -3.90 1.21 0.07  -0.35
C15 -5.30 0.90 0.44  -0.21
H13 -6.63 -0.78 0.47  0.27
H14 -5.76 -0.59 -1.05  0.23
H15 -4.75 -2.48 0.15  0.25
H16 -4.57 -1.52 1.62  0.22
H17 -2.66 -1.68 -0.38  0.44
H18 -1.51 1.21 -2.61  0.23
H19 -0.85 2.36 -1.46  0.21
H20 -3.71 2.07 -2.37  0.24
H21 -2.74 3.51 -2.09  0.27
H22 -4.47 3.18 -0.27  0.26
H23 -2.87 3.03 0.42  0.20
H24 -5.94 1.61 -0.07  0.24
H25 -5.41 1.05 1.51  0.23
C16 -0.63 -1.86 1.20  -1.12
H26 -1.43 -1.56 1.87  0.26
H27 0.17 -2.28 1.82  0.26
H28 -0.98 -2.70 0.60  0.25

Computed properties:
Energy relative to the best compared isomer or geometry (same formula, charge and spin) = 2.1 kcal/mol
Gap between HOMO and LUMO = 7.84 eV
Net charge = +3


| no. | E_LUMO (eV) |
| --- | --- |
| 1 | 0.46 |
| 2 | -1.02 |
| 3 | -10.57 |